# 1
Below is a structure of composition C14H17IN2O2Zr in a non-equilibrium geometry, with properties calculated with ωB97M-V/def2-TZVPD.

Its spin multiplicity is 1. The largest force on an atom is 4.16 eV Å⁻¹. The value obtained for the lowest unoccupied orbital energy (alpha / beta) is -10.7 / -10.7 eV. The charge is +2. Its relative energy (zero: lowest compared OMol25 entry of this formula, charge and spin) is 367.8 kJ/mol. As for the HOMO-LUMO gap (alpha / beta): 4.8 / 4.8 eV. The value obtained for the total energy is -31231.8922 eV.

Structure (XYZ):
```
37
Properties=species:S:1:pos:R:3:forces:R:3
C -0.0428 1.5853 1.4636 -1.9132 2.8245 1.3883
C 0.0404 -1.5944 1.5791 -1.2145 -1.0967 0.6755
H 0.9800 2.0058 1.4778 0.0266 -1.0098 -0.6040
H -0.3270 1.3855 2.4982 0.0683 -0.1331 -0.2463
H -0.6595 2.4352 1.1123 -0.0361 -0.3682 0.2334
H 0.2024 -2.5795 1.0974 -0.0238 0.3931 -0.2568
H 0.8408 -1.5147 2.3196 -0.1975 0.4536 -0.1805
H -0.9182 -1.7088 2.1048 0.3080 -0.0926 0.0344
C 0.2611 2.6535 -1.8692 -0.0732 -0.3463 -1.1987
C 0.1467 3.4650 -3.0004 0.0557 -0.4209 0.3668
C 0.0040 2.8561 -4.2515 0.0054 0.1222 0.3306
C -0.0343 1.4722 -4.3510 -0.0229 -0.9551 0.5004
H 0.4011 3.0415 -0.8580 -0.0370 0.0487 -0.4350
H 0.1601 4.5383 -2.8774 0.0421 0.0176 -0.1436
H -0.0952 3.4575 -5.1498 0.0489 -0.0293 0.1439
H -0.1636 0.9570 -5.2980 0.0828 0.4391 0.0207
N 0.2028 1.3124 -1.9905 -0.1847 -0.5009 0.0735
C 0.0514 0.6832 -3.1935 -0.0618 1.4554 0.1592
C -0.0917 -0.8010 -3.1882 -0.3243 -1.0757 -0.0506
N 0.0082 -1.4425 -1.9871 -0.1653 0.4658 -0.0545
C -0.1578 -2.7800 -1.8724 -0.0996 0.4417 -0.9981
C -0.6040 -2.9215 -4.2313 0.1065 0.2363 0.3504
C -0.4830 -3.5524 -2.9886 0.1668 0.2651 0.2986
H -0.0202 -3.1873 -0.8719 -0.1211 -0.0991 -0.3816
H -0.6369 -4.6206 -2.8640 0.0432 0.1941 -0.1338
C -0.3972 -1.5453 -4.3391 0.2091 0.5148 0.6837
H -0.4900 -1.0123 -5.2812 -0.0150 -0.4248 0.0825
H -0.8636 -3.4865 -5.1178 0.0189 -0.0481 0.0772
Zr 0.0367 -0.0824 -0.1333 3.1780 -1.5030 -1.4627
I 2.7862 -0.1094 0.2847 -0.6077 0.0053 -0.2779
C -3.1956 0.4509 2.9512 0.0029 0.0058 0.7604
O -3.1635 0.4899 1.4781 2.4538 -0.1397 -0.0825
C -2.0609 0.3412 0.8190 -3.0651 -0.7351 -2.7221
O -2.1187 0.0736 -0.4381 1.3555 0.9102 3.7312
H -4.2446 0.6307 3.2110 0.4033 -0.0108 -0.1728
H -2.5440 1.2286 3.3637 -0.2672 -0.1363 -0.2086
H -2.8796 -0.5421 3.3002 -0.1461 0.3323 -0.3011
```
Positions in Å, forces in eV/Å.

Atomic partial charges in e from the natural (NBO) method, atoms 1 to 6: -0.917, -1.091, 0.311, 0.262, 0.241, 0.257



# 2
Below is an isolated molecule of C14H17N3O3S in a non-equilibrium geometry, with properties calculated with ωB97M-V/def2-TZVPD.

Its spin multiplicity is 1. The largest force on an atom is 4.66 eV Å⁻¹. The value obtained for the lowest unoccupied orbital energy is -1.5 eV. Its relative energy (zero: lowest compared OMol25 entry of this formula, charge and spin) is 544.2 kJ/mol. As for the HOMO-LUMO gap: 7.1 eV. As for the SMILES: CN1C[C@@H]2CCN(C(=O)/C=C/c3ccc([N+](=O)[O-])s3)[C@H]1C2. The value obtained for the total energy is -36237.8382 eV.

Structure (XYZ):
```
38
Properties=species:S:1:pos:R:3:forces:R:3
O -0.1469 1.4309 -2.5344 -0.2872 0.7576 0.0327
O 4.9294 -3.6176 1.5893 1.2977 0.9908 -0.7157
O 6.9056 -2.7124 1.1314 -1.6311 -0.3232 0.0956
S 3.3250 -1.9512 -0.1715 0.7113 1.2065 0.0118
C -0.1536 0.8202 -1.4768 -2.1310 -0.0427 -1.1852
C 4.6972 0.0623 -1.1120 1.0651 -1.1789 0.5645
C 5.6391 -0.7524 -0.3849 -0.2443 -0.4015 0.5345
C 3.4182 -0.3998 -1.0589 0.3960 -0.6405 0.2065
C 5.0491 -1.8546 0.2355 -1.5923 3.2312 -2.9535
C 1.0210 -0.0218 -1.2406 1.7706 -0.2363 1.0840
C 2.2947 0.3876 -1.5515 -2.6486 -1.6584 0.8521
N -1.3193 0.7495 -0.6839 2.0375 0.0283 -1.0600
N -2.3959 -0.7100 0.9728 0.1329 0.1354 0.2255
N 5.6687 -2.7811 1.0263 1.1618 -2.1560 1.7850
C -2.5577 -1.9635 0.2372 0.3724 1.0256 0.3659
C -2.5871 1.3353 -1.1321 -0.4092 -0.1764 -0.2817
C -3.6368 0.0404 1.2276 1.0595 -0.0396 2.0394
C -1.2999 0.2501 0.6809 -1.0949 -1.0615 0.3572
C -3.2252 2.1888 -0.0435 -0.8222 -0.1096 -0.5107
C -1.6646 1.3836 1.6371 -0.3093 -0.9471 -0.1902
C -3.1581 1.5008 1.2918 0.2248 0.3456 0.8555
H 4.9660 0.9152 -1.7102 0.1096 0.2840 0.1814
H 6.7066 -0.5215 -0.2431 -0.7062 -0.1785 -0.1925
H 0.8509 -0.9989 -0.7533 0.2708 0.6265 -0.1104
H 2.4274 1.3186 -2.0954 0.2618 -0.1006 0.2259
H -3.3703 -2.5524 0.6727 0.3437 -0.0094 0.1781
H -2.8541 -1.7251 -0.7655 -0.1803 -0.1841 -1.0631
H -1.6155 -2.5201 0.2069 -0.2379 -0.0395 0.1360
H -2.4935 1.9211 -2.0608 0.4133 -0.4697 0.4228
H -3.2829 0.4976 -1.3335 0.3254 0.2599 -0.1399
H -4.3781 -0.0931 0.4721 -0.7012 -0.2154 -0.6987
H -4.0672 -0.2778 2.2332 0.3059 0.3113 -1.1824
H -0.3494 -0.2350 0.8928 0.1063 0.1331 -0.0921
H -2.7586 3.1564 -0.0007 0.3594 0.4939 0.1251
H -4.2764 2.3726 -0.2910 0.0714 -0.0621 -0.2495
H -1.0659 2.2587 1.4362 -0.0174 0.4048 0.0355
H -1.5305 1.0376 2.6491 0.1726 -0.0082 0.4271
H -3.7114 2.0613 2.0507 0.0436 0.0047 -0.1167
```
Positions in Å, forces in eV/Å.

Atomic partial charges in e from the natural (NBO) method, atoms 1 to 6: -0.611, -0.385, -0.375, 0.437, 0.638, -0.248



# 3
Below is an isolated molecule of C14H17N3O4 in a non-equilibrium geometry, with properties calculated with ωB97M-V/def2-TZVPD.

Its spin multiplicity is 1. The largest force on an atom is 7.46 eV Å⁻¹. The value obtained for the lowest unoccupied orbital energy is 0.6 eV. Its relative energy (zero: lowest compared OMol25 entry of this formula, charge and spin) is 467.1 kJ/mol. As for the HOMO-LUMO gap: 8.5 eV. As for the SMILES: N[C@@H](CO)C(=O)N[C@@H](Cc1c[nH]c2ccccc12)C(=O)O. The value obtained for the total energy is -27451.4765 eV.

Structure (XYZ):
```
38
Properties=species:S:1:pos:R:3:forces:R:3
C 3.5686 -1.2903 0.4626 -0.4779 2.2201 -3.8149
C 2.4751 -0.2078 0.5303 -2.7460 1.4452 -1.1901
C 4.9521 -0.6624 0.4576 1.0274 -1.8948 -0.2284
C 0.3653 0.8599 -0.4059 2.6512 -2.0977 -1.5322
C 1.0318 2.1841 -0.4849 1.4287 -1.9268 -2.6625
C -0.4316 0.9081 0.8641 -1.9175 -0.5623 -0.5382
C -1.9128 0.9680 0.5131 0.2984 -2.6364 1.6104
C -2.6297 2.0434 0.2023 -1.0456 1.3812 -1.0062
C -2.8472 -0.1959 0.3950 1.0947 0.9242 -0.6049
C -4.0506 0.3771 -0.1194 0.5032 -1.9987 -0.4785
C -2.6912 -1.6009 0.5358 -1.9075 1.0636 -1.4872
C -5.0742 -0.4413 -0.5826 -0.7569 -0.1295 0.6729
C -3.6964 -2.4060 -0.0018 0.5528 -0.2427 2.0738
C -4.8161 -1.7950 -0.5399 -2.0109 -0.8783 -0.0317
H 2.9722 -2.8366 -0.9042 0.1696 -0.1991 0.2813
H 4.3699 -1.9766 -1.2766 -0.7350 -0.3207 -0.1535
H 3.4984 -1.7618 1.3783 -0.3202 -2.0122 1.6420
H 5.7134 -1.4301 0.7611 -0.8029 0.3411 0.1135
H 4.9682 0.1097 1.1671 0.0537 1.2393 1.0039
H 5.8112 0.6246 -0.6017 -0.3765 -0.8313 -0.9738
H 1.4536 -0.9153 -1.2153 0.2658 1.0236 0.9226
H -0.1148 0.9100 -1.4348 -0.1382 -0.8928 1.4027
H -0.0787 1.8883 1.1972 -1.7031 -2.4797 2.0874
H -0.0624 0.1464 1.5058 -0.4489 -0.9009 0.6198
H -2.3683 3.0868 0.1935 0.2189 0.0708 0.0101
H -4.5117 2.2776 -0.6637 -2.9604 2.8163 -1.8942
H -1.8986 -2.1009 0.9870 1.5543 -0.2265 0.8860
H -6.1090 -0.0513 -0.6921 0.9031 -0.3527 -0.5577
H -3.7882 -3.4610 0.4000 0.3662 1.1012 -1.2689
H -5.6315 -2.4902 -0.7546 0.0272 0.3609 -0.2151
H 0.5767 3.8331 0.1040 0.2462 0.0029 0.5672
N 3.4276 -1.9376 -0.8792 0.6850 -0.3419 1.1202
N 1.4515 -0.2144 -0.4529 0.1847 -0.3128 0.2992
N -3.9132 1.6996 -0.2548 3.8394 -1.6398 2.8942
O 2.3721 0.6656 1.3937 1.0708 -0.8151 -0.2138
O 5.3741 -0.2276 -0.8299 0.2986 1.7085 0.7962
O 1.7991 2.5112 -1.3610 -0.2872 0.7113 0.9222
O 0.4450 2.9095 0.4070 1.1953 7.2824 -1.0737
```
Positions in Å, forces in eV/Å.

Atomic partial charges in e from the natural (NBO) method, atoms 1 to 6: -0.167, 0.681, -0.065, -0.139, 0.791, -0.483